Record 1
Here is an isolated ion of composition C8H13N3 and charge +2 at a distorted geometry from OMol25. Energies are from wB97M-V/def2-TZVPD.

## Properties
highest occupied orbital energy (spin up / spin down)	-15.46 / -15.48	eV
gap between HOMO and LUMO (spin up / spin down)	6.815 / 6.852	eV
F_max	5.4	eV/A
LUMO level (spin up / spin down)	-8.6 / -8.6	eV
net charge	+2

Each line ends with the natural charge from an NBO analysis.
Geometry (Å):
1 C -1.5196 0.0429 0.4164  -0.409
2 C -1.6366 1.1787 -0.4426  0.267
3 C -0.3824 -0.5476 0.7877  -0.030
4 C 1.4829 1.1606 0.0429  0.473
5 C 0.2621 0.8841 -2.0252  0.546
6 C 1.8729 1.7352 1.0899  -0.466
7 C 0.2936 0.7488 -3.4529  -0.704
8 C -0.0174 -1.6279 1.6559  -0.313
9 N -0.8490 1.1537 -1.4446  -0.331
10 N 1.3861 1.0384 -1.3335  -0.591
11 N -1.0212 -2.5250 2.5049  -0.724
12 H -2.4032 -0.4166 0.9060  0.224
13 H -2.2953 2.0298 -0.3968  0.261
14 H 1.8584 2.8383 1.0655  0.312
15 H 1.9208 1.4386 2.1307  0.301
16 H 1.3430 0.8711 -3.8251  0.271
17 H -0.5461 1.1962 -3.9911  0.301
18 H 0.3063 -0.3142 -3.7226  0.297
19 H 0.6293 -1.1961 2.5348  0.250
20 H 0.5294 -2.4333 1.2446  0.251
21 H 2.2936 1.2984 -1.8040  0.469
22 H -0.3368 -3.2235 2.9155  0.449
23 H -1.6366 -3.1144 1.8525  0.452
24 H -1.5341 -2.2161 3.2912  0.445


Record 2
Here is C40H79GeIrNPSi4 as an isolated structure at a distorted geometry from OMol25. Energies are from wB97M-V/def2-TZVPD.

## Properties
highest occupied orbital energy (spin up / spin down)	-9.90 / -10.05	eV
gap between HOMO and LUMO (spin up / spin down)	4.915 / 5.500	eV
F_max	3.0	eV/A
multiplicity	2
LUMO level (spin up / spin down)	-5.0 / -4.6	eV
<S²>	1.0336
net charge	+1

Each line ends with the Löwdin charge.
Geometry (Å):
1 Ir -0.0022 0.5340 -0.3524  0.624
2 C 4.3288 3.2600 -1.7698  -0.089
3 C 2.9458 2.6447 -1.9669  -0.496
4 C 2.8661 1.9618 -3.3276  -0.102
5 P 2.2932 1.4561 -0.6385  1.053
6 C 3.1522 2.1159 0.8799  -0.516
7 C 2.3413 3.3206 1.3464  -0.110
8 C 3.2409 1.0410 1.9477  -0.133
9 C 3.1508 -0.1003 -1.0376  -0.306
10 C 4.5341 -0.2150 -1.0565  -0.054
11 C 5.1731 -1.3657 -1.5013  -0.262
12 C 6.6608 -1.4687 -1.5848  -0.043
13 C 4.3784 -2.4471 -1.8983  -0.014
14 C 3.0106 -2.3716 -1.8569  -0.004
15 C 2.3439 -1.1953 -1.4393  -0.327
16 N 0.9964 -1.1445 -1.3805  -0.043
17 C 0.2350 -2.0697 -2.0918  -0.245
18 C 0.2550 -2.1255 -3.4988  -0.193
19 C 1.1734 -1.2607 -4.3019  -0.021
20 C -0.5895 -3.0046 -4.1561  0.003
21 C -1.4390 -3.8672 -3.4776  -0.250
22 C -2.3428 -4.8101 -4.2054  -0.035
23 C -1.4143 -3.8394 -2.0886  0.000
24 C -0.5945 -2.9699 -1.3962  -0.209
25 C -0.5522 -3.0122 0.0959  -0.077
26 H 4.5417 3.8878 -2.6345  0.093
27 H 5.1158 2.5147 -1.7137  0.071
28 H 4.3794 3.9019 -0.8955  0.073
29 H 2.2317 3.4757 -1.9572  0.083
30 H 3.5651 1.1295 -3.3932  0.084
31 H 3.0994 2.6692 -4.1211  0.093
32 H 1.8603 1.5900 -3.4993  0.037
33 H 4.1647 2.4234 0.6128  0.102
34 H 1.3328 2.9959 1.6089  0.045
35 H 2.2721 4.0739 0.5643  0.075
36 H 2.7998 3.7834 2.2170  0.087
37 H 2.2423 0.6665 2.1860  -0.006
38 H 3.6891 1.4379 2.8564  0.093
39 H 3.8497 0.2126 1.5974  0.061
40 H 5.1313 0.6246 -0.7305  0.105
41 H 7.1443 -0.5519 -1.2621  0.078
42 H 6.9686 -1.6789 -2.6083  0.087
43 H 7.0216 -2.2883 -0.9655  0.087
44 H 4.8494 -3.3610 -2.2354  0.126
45 H 2.4033 -3.2197 -2.1351  0.125
46 H 1.2907 -0.2896 -3.8320  0.036
47 H 0.7938 -1.1249 -5.3124  0.092
48 H 2.1625 -1.7150 -4.3753  0.093
49 H -0.5745 -3.0227 -5.2365  0.122
50 H -2.1987 -4.7436 -5.2808  0.079
51 H -3.3859 -4.5842 -3.9820  0.088
52 H -2.1560 -5.8376 -3.8918  0.089
53 H -2.0370 -4.5268 -1.5335  0.127
54 H -1.0480 -3.9061 0.4582  0.084
55 H -1.0561 -2.1342 0.5124  -0.015
56 H 0.4754 -3.0036 0.4567  0.070
57 C -2.5423 2.8430 0.0423  -0.197
58 Si -2.0005 1.5906 -1.3506  0.697
59 C -1.6419 2.7751 -2.8980  -0.637
60 C -1.1180 1.9759 -4.0884  -0.096
61 C -2.8750 3.5614 -3.3381  -0.081
62 C -0.5696 3.7782 -2.4808  -0.112
63 C -3.6134 0.4834 -1.6698  -0.624
64 C -3.7338 -0.0092 -3.1080  -0.092
65 C -3.5373 -0.7528 -0.7817  -0.128
66 C -4.8745 1.2673 -1.3063  -0.085
67 H -3.3407 3.4762 -0.3305  0.032
68 H -1.7220 3.4849 0.3446  0.008
69 H -2.9023 2.3282 0.9269  0.000
70 H -1.8995 1.3721 -4.5360  0.066
71 H -0.3164 1.3094 -3.7830  0.042
72 H -0.7366 2.6493 -4.8557  0.092
73 H -3.6701 2.9050 -3.6817  0.064
74 H -2.6100 4.2193 -4.1667  0.095
75 H -3.2607 4.1843 -2.5342  0.077
76 H 0.2721 3.2560 -2.0311  0.020
77 H -0.9535 4.4923 -1.7578  0.080
78 H -0.2157 4.3364 -3.3474  0.094
79 H -2.8334 -0.5345 -3.4207  0.074
80 H -3.9243 0.8074 -3.7974  0.065
81 H -4.5708 -0.7047 -3.1868  0.093
82 H -2.7406 -1.4091 -1.1258  0.058
83 H -4.4773 -1.3042 -0.8205  0.100
84 H -3.3436 -0.4725 0.2506  0.030
85 H -4.9505 2.1916 -1.8720  0.072
86 H -4.9011 1.5122 -0.2469  0.070
87 H -5.7587 0.6681 -1.5298  0.096
88 C 1.0175 -1.6856 5.3007  -0.196
89 Si 0.9290 -2.0534 3.4229  0.435
90 C 0.2090 -3.8251 3.2594  -0.206
91 C 2.7427 -2.1632 2.7964  -0.220
92 Ge -0.3717 -0.1068 2.2459  0.585
93 Si -0.4147 1.6934 4.0568  0.394
94 C 1.3439 2.1140 4.7008  -0.210
95 C -1.3722 1.2613 5.6594  -0.206
96 C -1.2227 3.3008 3.4040  -0.220
97 Si -2.6918 -1.3328 3.1209  0.490
98 C -3.3910 -2.7913 2.0878  -0.203
99 C -2.6163 -2.0116 4.9067  -0.197
100 C -3.8815 0.1664 3.0387  -0.222
101 H 1.7400 -2.3480 5.7691  0.041
102 H 0.0631 -1.8530 5.7844  0.007
103 H 1.3234 -0.6681 5.5139  -0.003
104 H 0.4176 -4.3913 4.1634  0.039
105 H 0.6581 -4.3632 2.4327  0.022
106 H -0.8641 -3.8324 3.1115  -0.017
107 H 3.1754 -3.1214 3.0731  0.032
108 H 3.3577 -1.3907 3.2448  0.013
109 H 2.8146 -2.0691 1.7158  0.007
110 H 1.9613 1.2282 4.8177  0.004
111 H 1.2699 2.5872 5.6767  0.037
112 H 1.8709 2.7980 4.0480  -0.003
113 H -0.9044 0.4455 6.1995  0.012
114 H -2.4118 1.0056 5.4900  0.006
115 H -1.3603 2.1266 6.3161  0.039
116 H -0.7297 3.6823 2.5157  -0.002
117 H -1.1870 4.0828 4.1571  0.034
118 H -2.2675 3.1426 3.1563  0.011
119 H -2.8791 -3.7191 2.3234  0.014
120 H -3.3383 -2.6465 1.0162  -0.010
121 H -4.4381 -2.9305 2.3462  0.038
122 H -2.0070 -2.9065 4.9721  0.015
123 H -3.6221 -2.2792 5.2192  0.041
124 H -2.2363 -1.2936 5.6216  -0.005
125 H -4.0434 0.5026 2.0203  -0.007
126 H -3.5076 1.0095 3.6092  -0.006
127 H -4.8475 -0.1107 3.4498  0.034


Results for DFT total energy: -476.0441 -5306.7020 (in hartree, following the order of the records).
Results for ΔE to the lowest compared entry with this formula, charge and spin: 87.6 46.6 (in kcal per mole, following the order of the records).